Record 1
45
Properties=species:S:1:pos:R:3:lowdin_charge:R:1 method="wB97M-V/def2-TZVPD" multiplicity=1 energy_ev=-33406.0527 total_charge=-1
In -1.796 0.964 0.968 0.14
P -2.034 -1.556 1.290 0.54
O 4.838 0.299 3.106 0.02
N 4.320 1.233 1.045 -0.13
N -5.673 -0.435 -4.073 -0.01
C -3.457 -0.424 -3.974 -0.11
C 3.556 -1.286 1.778 -0.01
C 2.342 2.196 2.462 -0.18
C -2.220 -2.227 -0.508 -0.43
C 3.087 2.082 1.051 -0.20
C -5.228 -1.098 -5.186 -0.16
C -0.307 1.932 2.391 -0.36
C -0.310 -2.153 1.839 -0.46
C 4.529 0.784 -0.360 -0.11
C -4.599 -0.016 -3.332 -0.13
C 4.259 0.121 2.002 -0.40
C 1.110 1.165 2.466 -0.31
C -3.855 -1.109 -5.150 -0.12
H 4.078 1.602 -1.030 0.09
H -3.437 1.704 1.256 -0.15
H -0.208 3.020 2.035 0.02
H 3.998 -0.180 -0.647 0.08
H -0.305 -3.303 1.770 0.03
H -1.409 1.357 -0.766 -0.15
H -0.790 1.973 3.421 0.02
H 2.427 -1.202 1.736 0.05
H 3.435 3.148 0.783 0.12
H -2.447 -0.247 -3.636 0.09
H -4.741 0.532 -2.414 0.11
H 1.147 0.498 1.528 0.05
H -2.940 -1.535 -1.073 0.01
H -2.631 -3.284 -0.411 0.01
H 2.306 1.805 0.272 0.12
H 4.018 -1.749 0.838 0.08
H 5.616 0.685 -0.674 0.09
H 1.171 0.428 3.347 0.10
H -6.638 -0.279 -3.837 0.14
H 0.432 -1.797 1.047 0.00
H -0.025 -1.777 2.873 0.02
H 3.796 -1.973 2.665 0.10
H -1.178 -2.220 -0.966 0.02
H -5.924 -1.503 -5.904 0.10
H 1.875 3.247 2.489 0.10
H -3.208 -1.560 -5.888 0.08
H 3.022 2.136 3.368 0.10

---

Record 2
53
Properties=species:S:1:pos:R:3:lowdin_charge:R:1 method="wB97M-V/def2-TZVPD" multiplicity=1 e_above_lowest_kj_mol=0.0
S 2.110 -1.729 -1.291 0.31
S 0.164 -1.589 -3.298 0.50
P 2.937 0.265 -1.346 0.80
O 2.066 -2.026 0.124 -0.41
O 0.209 -0.228 -3.812 -0.36
O 0.705 -2.582 -4.183 -0.29
O -3.520 -5.451 -1.831 0.16
O 3.020 -2.514 -2.085 -0.36
O -1.727 -4.139 -2.095 0.09
O -2.160 -3.943 -4.290 0.15
O 1.640 1.270 -1.057 -0.40
N 0.592 -1.625 -1.774 -0.36
N -0.046 2.628 2.678 -0.26
C -2.370 -5.379 -2.124 -0.48
C -0.240 2.630 5.072 -0.15
C 1.135 2.058 4.738 -0.14
C -1.846 -3.432 -3.250 -0.50
C 0.536 3.513 1.628 0.02
C -0.532 3.470 3.845 -0.10
C -0.839 1.054 0.880 -0.22
C -1.204 1.818 2.144 -0.12
C -1.516 -6.530 -2.509 0.03
C 3.242 0.503 -3.122 -0.30
C -1.289 1.711 -0.420 -0.09
C 1.027 1.704 3.258 -0.07
C -1.586 -1.970 -3.093 -0.13
H 0.052 4.388 3.855 0.13
H 3.914 -0.286 -3.449 0.04
H 0.701 0.680 3.107 0.14
H 2.328 0.531 -3.714 0.02
H -0.460 -6.339 -2.340 0.10
H 0.960 2.903 0.835 0.09
H -1.854 -7.424 -1.994 0.09
H 1.078 1.260 -1.851 0.03
H 1.953 1.865 2.714 0.14
H -1.666 -6.676 -3.580 0.10
H -0.245 3.220 5.985 0.12
H -1.482 1.136 2.947 0.13
H 1.396 1.195 5.345 0.13
H -2.371 1.844 -0.467 0.08
H 1.907 2.814 4.890 0.12
H -1.581 3.710 3.698 0.13
H -2.164 -1.431 -3.836 0.12
H -0.838 2.688 -0.601 0.07
H 0.236 0.862 0.844 0.09
H -1.009 1.074 -1.260 0.06
H -1.315 0.075 0.930 0.13
H 3.759 1.457 -3.234 0.03
H -0.250 4.157 1.241 0.12
H -0.979 1.835 5.182 0.12
H -1.865 -1.640 -2.096 0.10
H 1.321 4.109 2.085 0.11
H -2.035 2.503 1.978 0.13

---

Record 3
43
Properties=species:S:1:pos:R:3:lowdin_charge:R:1 method="wB97M-V/def2-TZVPD" multiplicity=1 e_above_lowest_kj_mol=0.0 total_charge=+1
S 1.049 0.098 -2.299 0.98
N 1.193 1.446 -1.155 -0.40
N -2.824 -3.894 3.375 0.01
C -2.838 -3.990 2.012 -0.14
C -2.149 -0.597 -1.726 -0.09
C 3.725 1.439 -1.168 -0.22
C -2.010 0.671 -0.859 -0.40
C 3.743 0.595 0.107 -0.27
C -3.540 -2.917 1.528 -0.13
C -0.022 2.371 -1.071 -0.16
C 2.464 2.256 -1.337 -0.18
C -1.338 1.856 -1.594 -0.18
C -1.373 0.359 0.492 -0.06
C -3.963 -2.147 2.645 -0.12
C 5.159 0.166 0.497 -0.09
C -3.503 -2.776 3.771 -0.14
H -1.785 -0.416 -2.738 0.05
H -4.546 -1.241 2.625 0.09
H 0.261 3.277 -1.604 0.13
H 5.774 0.041 -0.395 0.08
H -3.740 -2.713 0.489 0.08
H -1.848 -0.527 0.911 0.07
H 3.923 0.824 -2.046 0.11
H 5.637 0.916 1.122 0.08
H 2.382 2.723 -2.317 0.13
H -2.360 -4.811 1.507 0.11
H -1.524 -1.396 -1.323 0.07
H 4.542 2.163 -1.116 0.13
H 3.124 -0.296 -0.024 0.10
H -3.177 -0.939 -1.763 0.08
H -0.108 2.624 -0.014 0.13
H 1.609 0.781 -3.302 -0.07
H -2.389 -4.553 3.995 0.15
H 2.422 3.026 -0.567 0.14
H 5.159 -0.785 1.021 0.08
H -0.306 0.120 0.424 0.06
H 3.311 1.190 0.920 0.12
H 1.303 1.007 -0.240 0.09
H -1.544 1.171 1.199 0.09
H -1.983 2.733 -1.494 0.13
H -1.276 1.667 -2.665 0.10
H -3.023 1.007 -0.637 0.13
H -3.610 -2.530 4.813 0.11

---

Record 4
49
Properties=species:S:1:pos:R:3:lowdin_spin:R:1 method="wB97M-V/def2-TZVPD" multiplicity=2 e_above_lowest_kj_mol=0.0 total_charge=+1
Se 2.132 -0.402 -1.604 0.00
Se 2.332 0.927 1.644 0.00
V 0.263 0.470 -0.017 0.96
O 0.916 2.425 -0.500 0.01
O -0.826 -1.304 -1.163 0.01
O -0.066 -1.183 1.354 0.01
O -3.025 -0.171 -0.184 0.00
O -1.277 1.222 1.438 0.01
O -0.732 1.621 -1.679 0.00
C -3.203 1.233 -0.086 0.00
C 3.708 1.168 0.282 0.00
C -1.095 -2.466 -0.383 0.00
C -0.082 -2.475 0.734 0.00
C -2.637 1.672 1.239 0.00
C -3.199 -0.715 -1.479 0.00
C 3.810 0.015 -0.694 0.00
C -1.088 -0.980 2.345 0.00
C 2.923 -0.770 2.374 0.00
C -1.845 -1.047 -2.134 0.00
C -1.071 0.493 2.652 0.00
C 0.063 2.556 -1.420 0.00
C 2.324 0.879 -3.053 0.00
H -1.955 -1.927 -2.774 0.00
H -2.058 -1.273 1.938 0.00
H 0.023 3.493 -1.990 0.00
H 4.540 0.235 -1.473 0.00
H 4.132 -0.902 -0.203 0.00
H 3.142 0.565 -3.694 0.00
H -1.833 0.740 3.392 0.00
H -2.646 2.761 1.307 0.00
H -0.993 -3.365 -0.998 0.00
H 3.951 -0.676 2.715 0.00
H -0.306 -3.244 1.474 0.00
H 2.284 -0.990 3.225 0.00
H -2.110 -2.425 0.016 0.00
H 4.655 1.323 0.799 0.00
H -4.270 1.489 -0.090 0.00
H -0.104 0.800 3.049 0.00
H 3.426 2.096 -0.212 0.00
H 2.504 1.872 -2.647 0.00
H 1.392 0.873 -3.612 0.00
H -0.857 -1.575 3.232 0.00
H 2.830 -1.566 1.640 0.00
H -3.814 -1.610 -1.375 0.00
H 0.923 -2.630 0.344 0.00
H -3.740 -0.023 -2.129 0.00
H -1.476 -0.218 -2.729 0.00
H -2.715 1.741 -0.915 0.00
H -3.251 1.268 2.045 0.00